{"formula": "C24H29Cl55N3", "method": "the ωB97M-V functional and the def2-TZVPD basis", "species": ["Cl", "Cl", "Cl", "Cl", "Cl", "Cl", "Cl", "Cl", "Cl", "Cl", "Cl", "Cl", "Cl", "Cl", "Cl", "Cl", "Cl", "Cl", "Cl", "Cl", "Cl", "Cl", "Cl", "Cl", "Cl", "Cl", "Cl", "Cl", "Cl", "Cl", "Cl", "Cl", "Cl", "Cl", "Cl", "Cl", "Cl", "Cl", "Cl", "Cl", "Cl", "Cl", "Cl", "Cl", "Cl", "Cl", "Cl", "Cl", "Cl", "Cl", "Cl", "Cl", "Cl", "Cl", "Cl", "N", "N", "N", "C", "C", "C", "C", "C", "C", "C", "C", "C", "C", "C", "C", "C", "C", "C", "C", "C", "C", "C", "C", "C", "C", "C", "C", "H", "H", "H", "H", "H", "H", "H", "H", "H", "H", "H", "H", "H", "H", "H", "H", "H", "H", "H", "H", "H", "H", "H", "H", "H", "H", "H", "H", "H"], "positions_angstrom": [[3.50310, 6.25270, -5.60026], [1.44489, 2.85547, 6.54249], [-5.84597, -3.60748, 3.56690], [4.43650, 4.95617, -9.36595], [0.33646, -5.20221, -3.90298], [-2.69834, -3.66052, 3.81658], [-3.47350, -9.48085, -1.87979], [-7.32115, -3.55432, 6.05722], [2.78878, 2.74314, -8.46598], [-0.33400, -0.22988, 5.26794], [3.10539, 8.69981, -12.57377], [-8.10722, 2.21329, 0.77840], [-3.42973, -10.52143, -4.59324], [-0.13325, 12.08685, -6.13822], [-11.49217, -1.55110, 0.78102], [-11.75256, 4.11691, 1.24140], [-5.12863, -0.08829, 4.49634], [2.67468, 12.68513, -6.57608], [-8.16880, -1.91110, 3.81796], [1.42465, 2.61456, -4.18642], [-1.47577, -7.43543, -4.29197], [-0.03807, 2.80522, 9.03296], [-3.04711, -0.46991, 2.48305], [-4.51661, -12.13152, -2.43765], [-1.87162, -3.69335, 1.06541], [-9.21260, 0.85802, 3.09782], [4.21464, 2.87391, -4.92318], [-11.91201, 2.89467, -1.38879], [9.39652, 1.17135, 2.12305], [5.47467, -5.29162, 6.53341], [1.77135, 11.79013, -3.96507], [0.53497, -2.93665, -0.98906], [-1.43819, -6.03687, -1.75407], [8.46856, -8.59461, 3.99249], [6.21473, -4.00005, 4.04350], [-8.01572, 3.48844, 3.38470], [2.33238, 6.01607, -13.36784], [3.13446, -1.79258, -0.44321], [10.06257, -6.16952, 3.85997], [-13.45246, -3.68713, 0.64310], [9.39520, -0.14919, -0.46254], [-2.46814, -6.19989, 2.41171], [5.12922, 6.79430, -13.41240], [3.65510, -3.40069, 5.28466], [-4.24716, 2.14612, 2.87257], [1.88166, 6.06059, -3.19395], [3.49954, 1.91036, -2.27017], [-0.96908, 4.44223, 6.82678], [-13.15289, 1.59682, 0.89600], [-13.21128, -2.08605, 3.05362], [5.57443, 2.90118, -7.66801], [8.60633, -1.61142, 1.91440], [8.74097, -6.90696, 6.34009], [1.32499, -0.44334, -2.26026], [1.12485, 7.89265, -5.30790], [3.42257, 1.20059, 2.47476], [1.47859, 0.02701, 1.78097], [1.37155, 1.21155, 3.63817], [4.28910, 0.80550, 1.35379], [-0.16654, 2.94966, 7.28910], [-7.96022, 1.95621, 2.52020], [-2.87807, -4.49563, 2.27469], [-3.31023, -10.92648, -2.87944], [5.34867, -3.82804, 5.57840], [5.41261, 0.02157, 1.95867], [0.29626, -0.44667, 2.56535], [5.47268, -1.30410, 1.87794], [-3.76178, 0.64351, 3.65968], [1.86115, -2.00370, -1.66536], [2.18313, 0.82787, 2.59884], [-11.80998, 2.60130, 0.34626], [9.65968, -0.35060, 1.26572], [0.80212, -0.13480, 3.97397], [-1.24629, -5.88212, -3.50391], [4.40989, 3.24245, -8.94817], [-13.08953, -2.09038, 1.29410], [8.65046, -6.94418, 4.57995], [3.05552, 2.98209, -3.60862], [1.52519, 11.67062, -5.70798], [3.57707, 7.00142, -12.60042], [1.87115, 6.34071, -4.94390], [-7.44473, -3.44167, 4.30378], [1.68374, -0.75283, 4.13610], [3.05197, 4.00089, -3.24387], [-8.07256, -4.24970, 3.95386], [-2.00488, -5.20237, -3.86616], [-2.33120, -11.34887, -2.70167], [-6.99996, 1.49650, 2.71076], [3.73983, 0.20291, 0.64590], [1.69965, 10.64448, -5.99992], [4.69313, 2.67549, -9.82400], [4.64586, 1.71234, 0.87818], [-0.49458, 0.26985, 2.40675], [7.77517, -6.38399, 4.28178], [-13.81829, -1.39292, 0.90389], [1.97839, -0.75648, 1.37269], [-0.74921, 2.11842, 6.91767], [0.02493, -1.48339, 2.45932], [-10.89252, 2.06254, 0.54250], [3.68353, 6.66687, -11.57848], [6.19538, 0.57600, 2.45808], [-3.90768, -4.41946, 1.95606], [5.10825, -1.82890, 1.00384], [10.68630, -0.65213, 1.42129], [1.27843, 5.56175, -5.40561], [2.28475, -2.56115, -2.49043], [5.80726, -3.01915, 6.13025], [-3.00241, 0.87944, 4.39222], [5.89415, -1.90636, 2.66259], [3.79063, 1.80388, 3.19150], [1.89441, 1.63051, 4.40163]], "fmax_ha_per_bohr": 0.033, "homo_lumo_gap_ev": 9.483, "lumo_energy_ev": -2.6, "charge": 1, "e_homo_ev": -12.070}

{"formula": "C3H4N2O2S", "method": "the ωB97M-V functional and the def2-TZVPD basis", "species": ["S", "O", "O", "N", "N", "C", "C", "C", "H", "H", "H", "H"], "positions_angstrom": [[-0.04094, -1.27071, -0.04817], [-0.15631, 1.35644, 0.32563], [2.93254, -0.05579, -0.24385], [-1.47779, 1.21450, -0.42919], [-1.72055, -1.04012, 0.19594], [0.66428, 0.34880, -0.27471], [-2.19825, 0.11652, 0.11527], [1.95912, 0.36546, 0.41022], [1.06516, 0.58066, -1.28117], [-3.28341, 0.11100, 0.22669], [2.35277, 0.81227, 1.50416], [-1.85185, 2.21693, -0.20508]], "fmax_ha_per_bohr": 0.121, "homo_lumo_gap_ev": 9.465, "lumo_energy_ev": 0.4, "charge": 0, "de_lowest_kcal_mol": 113.33, "e_homo_ev": -9.106, "smiles": "O=C[C@@H]1ONC=NS1"}

{"formula": "H60O30", "method": "the ωB97M-V functional and the def2-TZVPD basis", "species": ["O", "O", "O", "O", "O", "O", "O", "O", "O", "O", "O", "O", "O", "O", "O", "O", "O", "O", "O", "O", "O", "O", "O", "O", "O", "O", "O", "O", "O", "O", "H", "H", "H", "H", "H", "H", "H", "H", "H", "H", "H", "H", "H", "H", "H", "H", "H", "H", "H", "H", "H", "H", "H", "H", "H", "H", "H", "H", "H", "H", "H", "H", "H", "H", "H", "H", "H", "H", "H", "H", "H", "H", "H", "H", "H", "H", "H", "H", "H", "H", "H", "H", "H", "H", "H", "H", "H", "H", "H", "H"], "positions_angstrom": [[-4.45704, 4.61875, 0.59286], [-2.62454, 3.71256, -1.37391], [3.59368, -1.63311, -1.50564], [-3.99687, 0.02794, 4.55094], [1.49058, -2.61859, -2.68966], [-2.62950, -0.05605, -2.29970], [2.33894, -0.64461, -5.36001], [-1.55539, 5.21245, 1.20412], [0.53879, -1.01806, 3.54429], [-5.92336, 0.38391, 2.49413], [4.58883, 0.31852, -3.40446], [3.26597, 2.74119, -0.20399], [-4.62070, -0.32440, -0.06774], [5.52322, 0.74204, 0.06520], [1.67613, -4.98610, -0.88582], [2.40669, -0.64092, 0.94217], [-3.79272, -1.60162, 2.37826], [-0.89645, -3.00934, 2.19069], [-1.30489, 1.19849, 4.47976], [-1.77850, 0.03758, 1.07191], [0.59863, -0.03053, -2.90766], [-0.00279, 3.25657, -0.58393], [-0.92857, -4.45960, -0.45882], [-0.39293, -1.38903, -0.62127], [6.49385, -1.55399, -1.66927], [1.07195, 1.59076, 1.58895], [-1.35908, -3.17293, -3.06614], [-3.17177, 2.45406, 1.67249], [2.14974, 2.20126, -2.52923], [3.44704, -1.27774, 3.47812], [1.53646, -0.39398, -4.94035], [0.24060, -0.33256, -2.08313], [0.31461, -1.09302, 0.01815], [-5.85244, 1.36795, 2.49195], [0.78903, -3.23006, -2.89864], [6.70633, -2.13458, -2.43538], [-0.24020, -5.10521, -0.22264], [-4.43227, 0.11425, 5.40503], [-4.33544, -0.16325, -0.94814], [-3.74532, 2.52772, 0.91915], [-1.12852, 5.47792, 2.03599], [0.74155, 3.33361, -1.16658], [-4.51222, -2.03059, 1.89394], [-0.44397, -3.65420, -0.45657], [0.30778, 1.26688, 2.02170], [1.45244, -4.20076, -1.39273], [5.46869, -0.06434, -3.45263], [2.47642, 2.41341, -1.64447], [2.84051, -1.13942, 1.68025], [5.52145, -1.67469, -1.57884], [5.79734, 0.00679, 0.58708], [2.65072, -4.88595, -0.85444], [1.56605, 0.71143, 1.42536], [-1.27412, -3.74666, -2.26473], [-2.59348, 3.20063, 1.57058], [4.12163, 0.10586, -4.22386], [-3.78685, 5.21159, 0.88328], [1.18787, -1.71770, -2.89845], [0.04305, -0.26915, 3.88181], [-0.86068, -2.52958, 1.31986], [2.94003, -2.25400, -1.93185], [-2.03885, 0.57640, 4.58894], [2.82209, 2.43469, 0.57299], [2.88174, 1.78511, -3.00798], [5.92768, 0.64759, -0.80018], [-3.74553, -0.26831, 0.40886], [-4.10381, 4.34132, -0.27172], [-1.69417, 3.61561, -1.17931], [-0.86337, 4.68028, 0.74702], [-5.77581, 0.24918, 1.54257], [2.97622, -0.87279, 0.19118], [-2.07830, 0.53934, -2.83194], [-2.16399, -3.39546, -3.50761], [-1.76980, -2.95341, 2.57467], [-4.64994, 0.44109, 3.92842], [1.12210, 0.77683, -2.58867], [-2.40859, -0.88066, -2.73856], [2.18327, -0.42882, -6.27978], [3.62317, -0.79117, -1.96764], [3.80115, -2.11557, 3.91013], [-1.62389, 2.06373, 4.85823], [-1.16343, -0.84880, -0.39885], [-2.66781, 4.06283, -2.24359], [0.28161, 2.53382, 0.06609], [-2.20085, 0.92077, 1.07003], [-4.23521, -1.16070, 3.12012], [4.14237, 2.36185, -0.01908], [-0.03804, -1.80828, 3.32840], [-2.31024, -0.41702, 1.73809], [2.52426, -1.28725, 3.82181]], "fmax_ha_per_bohr": 0.047, "homo_lumo_gap_ev": 10.698, "lumo_energy_ev": 0.1, "charge": 0, "de_lowest_kcal_mol": 19.91, "e_homo_ev": -10.570}

{"formula": "C5H15NOS", "method": "the ωB97M-V functional and the def2-TZVPD basis", "species": ["S", "O", "N", "C", "C", "C", "C", "C", "H", "H", "H", "H", "H", "H", "H", "H", "H", "H", "H", "H", "H", "H", "H"], "positions_angstrom": [[-2.18084, 0.43502, -2.78969], [-1.76894, 0.52248, 2.72319], [0.38407, -1.20879, -0.59538], [-1.81132, -0.34895, -1.21103], [2.36619, 1.45983, 1.07053], [1.63120, 0.82022, -0.12321], [0.66643, -0.24753, 0.46665], [-0.94544, -1.61289, -1.02800], [2.40791, 2.44845, 0.95809], [3.33695, 1.11084, 1.10830], [1.81591, 1.10419, 1.92812], [2.40163, 0.08903, -0.71081], [-2.92475, -0.61859, -0.93217], [-0.36596, 0.17577, 0.84829], [-1.06435, -0.03270, -3.45196], [1.04767, -0.83621, 1.36667], [1.05680, -0.99292, -1.36389], [-1.47879, -2.24793, -0.36150], [-1.42851, 0.48245, -0.51945], [-2.49907, 0.18776, 2.94205], [1.17983, 1.63840, -0.70448], [-1.03544, -0.05498, 2.31353], [-0.79118, -2.27294, -1.93384]], "multiplicity": 2, "fmax_ha_per_bohr": 0.253, "homo_lumo_gap_ev": [9.992, 5.012], "lumo_energy_ev": [-3.1, -8.0], "charge": 1, "de_lowest_kcal_mol": 66.01, "e_homo_ev": [-13.077, -12.982]}

{"formula": "CHFN2O5", "method": "the ωB97M-V functional and the def2-TZVPD basis", "species": ["F", "O", "O", "O", "O", "O", "N", "N", "C", "H"], "positions_angstrom": [[-3.11471, -0.19592, 0.92199], [-1.63779, 0.71005, -2.13755], [-1.54005, 0.42097, 2.28644], [-1.73841, 2.55378, -0.86274], [0.31808, 0.15230, 0.48486], [-1.11201, -0.87761, -0.85242], [-1.57097, 1.51957, -1.32811], [-1.00307, -0.09577, 0.14217], [-1.82300, 0.02956, 1.21375], [0.85307, -0.58685, -0.06088]], "fmax_ha_per_bohr": 0.085, "homo_lumo_gap_ev": [7.727, 9.050], "lumo_energy_ev": [-1.4, -0.6], "charge": 0, "de_lowest_kcal_mol": 48.80, "e_homo_ev": [-9.165, -9.670]}

{"formula": "C8H10N4", "method": "the ωB97M-V functional and the def2-TZVPD basis", "species": ["N", "N", "N", "N", "C", "C", "C", "C", "C", "C", "C", "C", "H", "H", "H", "H", "H", "H", "H", "H", "H", "H"], "positions_angstrom": [[-4.19748, 0.48292, -0.18120], [-0.33632, 0.89002, 0.26521], [-2.52332, 2.05516, 0.28845], [-3.31637, -0.43200, -0.39007], [-0.00928, -0.47429, 0.68464], [-1.53296, 1.35288, 0.27365], [-3.03708, -2.85900, -0.00626], [1.70816, 0.38310, -0.77317], [1.47744, -0.61371, 0.36330], [-3.83688, 1.69726, 0.05376], [0.79442, 1.54184, -0.39115], [-3.37773, -1.70558, -0.17011], [1.40590, -0.04820, -1.72571], [-0.21936, -0.59931, 1.75027], [2.75054, 0.68896, -0.84196], [1.74215, -1.63210, 0.09075], [-0.62386, -1.18570, 0.12325], [2.07589, -0.32791, 1.22900], [-4.56097, 2.48579, 0.11654], [0.46287, 2.13840, -1.24382], [1.29337, 2.20579, 0.32586], [-2.92431, -3.88448, 0.17416]], "multiplicity": 3, "fmax_ha_per_bohr": 0.077, "homo_lumo_gap_ev": [6.213, 6.843], "lumo_energy_ev": [0.8, -1.3], "charge": 0, "de_lowest_kcal_mol": 0.00, "e_homo_ev": [-5.434, -8.102]}